Entry 1:
# C3H11NO

A cluster of 2 separate species, C3H11NO in total at a distorted geometry (wB97M-V/def2-TZVPD, the OMol25 dataset).

The geometry in ORCA input format:
```
! RIJCOSX wB97M-V def2-TZVPD def2/J DEFGRID3
* xyz 0 1
O -1.9018 0.0469 2.1842
N 0.0859 0.7449 0.0775
C 0.1388 -1.5234 -0.9508
C 1.4258 1.2791 0.2655
C -0.1443 -0.0445 -1.1211
H 1.0884 -1.7368 -0.4516
H -1.1959 0.0936 -1.3798
H 0.5144 0.4223 -1.8562
H -2.2044 -0.7365 1.7232
H 1.4445 2.3676 0.1288
H 0.2128 -2.0491 -1.8700
H -0.6715 -2.0474 -0.4305
H -2.4109 0.8246 1.9341
H -0.2532 0.3627 0.9522
H 1.7536 1.0985 1.2887
H 2.1180 0.8975 -0.4942
*
```

E_LUMO (eV): 0.87
DFT total energy (eV): -6826.3339
Energy above the lowest of the compared OMol25 structures with the same formula, charge and spin (kcal per mole): 21.0
HOMO energy (eV): -8.05
Orbital gap (eV): 8.9
SMILES: CCNC.O

=====

Entry 2:
# C3H11NO

A cluster of 3 separate species, C3H11NO in total at a distorted geometry (wB97M-V/def2-TZVPD, the OMol25 dataset).

The geometry in ORCA input format:
```
! RIJCOSX wB97M-V def2-TZVPD def2/J DEFGRID3
* xyz 0 1
O -2.0660 -2.3933 0.0950
N -1.0664 -0.2568 -1.1157
C 1.7503 1.1090 0.0797
C 0.5521 0.4220 0.6450
C -0.6869 0.7765 -0.1559
H 2.5486 0.4255 0.3955
H 0.7276 -0.6876 0.2177
H -0.4442 1.8727 -0.5234
H 1.9570 2.1841 0.3315
H -0.0941 -0.6701 -1.4054
H 1.5880 1.0526 -1.0084
H 0.4874 0.3316 1.7868
H 0.9541 -1.5574 0.1249
H -2.9401 -2.0553 0.3628
H -1.5525 0.9658 0.4979
H -1.7149 -1.5192 -0.3280
*
```

E_LUMO (eV): -2.42
DFT total energy (eV): -6819.8032
Energy above the lowest of the compared OMol25 structures with the same formula, charge and spin (kcal per mole): 171.6
HOMO energy (eV): -7.90
Orbital gap (eV): 5.5

=====

Entry 3:
# C3H11NO2

A cluster of 3 separate species, C3H11NO2 in total at a distorted geometry (wB97M-V/def2-TZVPD, the OMol25 dataset).

The geometry in ORCA input format:
```
! RIJCOSX wB97M-V def2-TZVPD def2/J DEFGRID3
* xyz -1 2
O 1.7473 1.4694 -0.6364
O -2.3597 -0.9036 -1.2553
N -0.0160 0.5692 0.9167
C 1.5466 -1.2153 0.4232
C 0.1267 -0.7359 0.1374
C -1.2807 1.1130 0.4811
H -1.5108 2.1394 0.8428
H 1.6180 -1.4645 1.4545
H 1.8193 -2.0959 -0.2164
H 2.1968 -0.3662 0.2054
H -3.0216 -1.2559 -1.8958
H 2.4701 2.1134 -0.7506
H -1.3912 1.0966 -0.6063
H -0.1174 -0.4727 -0.9215
H -2.0377 0.3919 0.8180
H 0.8007 1.1530 0.5619
H -0.5904 -1.5360 0.4413
*
```

E_LUMO (spin up / spin down) (eV): 4.06 / 1.43
DFT total energy (eV): -8870.9944
Energy above the lowest of the compared OMol25 structures with the same formula, charge and spin (kcal per mole): 61.0
HOMO energy (spin up / spin down) (eV): -4.05 / -3.07
Orbital gap (spin up / spin down) (eV): 8.1 / 4.5

=====

Entry 4:
# C3H11NO2

A structure of composition C3H11NO2 at a distorted geometry (wB97M-V/def2-TZVPD, the OMol25 dataset).

The geometry in ORCA input format:
```
! RIJCOSX wB97M-V def2-TZVPD def2/J DEFGRID3
* xyz 0 1
O -2.4011 -2.1859 2.2715
O -0.0959 -2.1932 1.5644
N 1.0858 1.2268 0.9470
C 0.0372 1.6369 -2.1613
C 0.7298 0.5136 -1.4037
C 0.3316 0.1661 -0.0620
H -1.1881 -2.2401 1.8025
H 0.9070 -0.3915 -2.0633
H -0.6051 2.2123 -1.5073
H 0.7159 2.2885 -2.7731
H -0.8887 1.2512 -2.6910
H -2.6314 -1.2792 2.5004
H 1.9847 0.8190 1.2690
H -0.7024 0.2777 0.2637
H 0.4185 -3.0014 1.6006
H 1.5104 1.6541 0.0962
H 0.7917 -0.7550 0.3464
*
```

E_LUMO (eV): -4.29
DFT total energy (eV): -8866.5568
Energy above the lowest of the compared OMol25 structures with the same formula, charge and spin (kcal per mole): 182.9
HOMO energy (eV): -7.34
Orbital gap (eV): 3.0

=====

Entry 5:
# C3H11NO2

A cluster of 2 separate species, C3H11NO2 in total at a distorted geometry (wB97M-V/def2-TZVPD, the OMol25 dataset).

The geometry in ORCA input format:
```
! RIJCOSX wB97M-V def2-TZVPD def2/J DEFGRID3
* xyz 0 1
O 0.5195 -2.1032 -0.4748
O 1.2383 1.0305 -3.0306
N 0.3434 1.0053 0.0894
C -1.0854 0.4593 1.8297
C -0.6177 -1.3167 0.0875
C -0.1184 -0.1525 0.8895
H -0.2974 1.8613 0.2503
H 1.1169 0.3071 -2.5143
H 0.8335 -0.5671 1.4158
H -1.0357 -0.8670 -0.8537
H 2.1525 0.6923 -3.2779
H -1.3224 -2.0124 0.4529
H 1.2818 1.2000 -0.2673
H -0.8260 1.5619 2.0260
H -0.9898 -0.1445 2.7780
H -2.1748 0.4392 1.5969
H 0.9818 -1.3935 -0.9973
*
```

E_LUMO (eV): 0.57
DFT total energy (eV): -8872.5927
Energy above the lowest of the compared OMol25 structures with the same formula, charge and spin (kcal per mole): 43.7
HOMO energy (eV): -9.02
Orbital gap (eV): 9.6
SMILES: C[C@H](N)CO.O

=====

Entry 6:
# C3H11NO2

A structure of composition C3H11NO2 (wB97M-V/def2-TZVPD, the OMol25 dataset).

The geometry in ORCA input format:
```
! RIJCOSX wB97M-V def2-TZVPD def2/J DEFGRID3
* xyz 0 1
O -0.6131 -1.8088 0.1402
O 0.3824 1.1068 0.9936
N -1.2968 0.5167 -0.3456
C -0.1013 1.0552 -0.2610
C -0.1628 -2.2234 1.4125
C 0.4453 2.0127 -1.2751
H 0.9775 -0.4946 -0.7540
H 1.5302 2.0736 -1.2061
H 0.0274 3.0067 -1.0842
H -0.4856 -1.5431 2.2127
H -1.7069 0.5657 -1.2683
H 1.3382 1.2406 0.9702
H -0.5515 -3.2221 1.6389
H 0.3531 -1.1735 -0.4050
H -1.2558 -0.5360 0.0650
H 0.9359 -2.2732 1.4491
H 0.1838 1.6967 -2.2829
*
```

E_LUMO (eV): 0.64
DFT total energy (eV): -8871.2135
Energy above the lowest of the compared OMol25 structures with the same formula, charge and spin (kcal per mole): 75.5
HOMO energy (eV): -8.12
Orbital gap (eV): 8.8